# 1
{"formula": "C5H11NO", "method": "the ωB97M-V functional and the def2-TZVPD basis", "symbols": ["C", "C", "C", "N", "C", "C", "O", "H", "H", "H", "H", "H", "H", "H", "H", "H", "H", "H"], "xyz": [[1.135, 0.375, 2.356], [0.667, 0.526, 0.810], [-0.875, 0.125, 0.513], [-0.958, 0.730, -0.806], [-0.731, 0.077, -1.942], [0.001, -1.282, -1.988], [-1.019, 0.607, -2.996], [1.373, -0.651, 2.764], [2.045, 1.025, 2.538], [0.319, 0.610, 2.966], [0.637, 1.632, 0.461], [1.407, -0.089, 0.263], [-1.269, -0.887, 0.534], [-1.559, 0.483, 1.269], [-1.348, 1.694, -0.797], [0.480, -1.416, -2.924], [-0.856, -1.951, -1.983], [0.553, -1.608, -1.040]], "smiles": "CCCNC(C)=O", "lumo_energy_ha": 0.0314, "gap_ev": 10.1, "e_homo_ev": -9.3}


# 2
{"formula": "C17H13N6O2STc", "method": "the ωB97M-V functional and the def2-TZVPD basis", "symbols": ["Tc", "C", "C", "C", "C", "C", "C", "H", "H", "H", "H", "H", "H", "N", "C", "S", "N", "N", "C", "C", "C", "C", "C", "C", "C", "O", "H", "H", "H", "H", "H", "H", "H", "O", "N", "C", "C", "N", "C", "N"], "xyz": [[0.009, -0.503, 1.031], [0.495, 4.768, -0.141], [0.409, 5.021, 1.249], [-0.143, 4.069, 2.074], [-0.586, 2.852, 1.565], [-0.437, 2.582, 0.193], [0.093, 3.569, -0.638], [0.875, 5.513, -0.853], [0.821, 6.018, 1.580], [-0.250, 4.227, 3.173], [-1.076, 2.101, 2.221], [-0.897, 1.685, -0.194], [0.239, 3.337, -1.669], [2.785, -2.096, 3.817], [1.764, -1.861, 2.978], [1.131, -0.200, 2.955], [1.290, -2.840, 2.226], [0.264, -2.397, 1.431], [-0.767, -3.201, 1.018], [-1.613, -2.783, -0.033], [-2.256, -3.729, -0.894], [-2.820, -3.331, -2.082], [-2.606, -1.988, -2.516], [-2.041, -1.013, -1.692], [-1.712, -1.397, -0.408], [-1.833, -0.489, 0.586], [3.127, -1.330, 4.419], [3.194, -3.019, 3.851], [-0.716, -4.283, 1.226], [-2.236, -4.789, -0.593], [-3.270, -4.079, -2.779], [-2.838, -1.673, -3.550], [-1.963, 0.012, -2.041], [1.178, -0.288, -0.451], [1.094, -0.822, -1.765], [1.847, -0.080, -2.569], [2.110, -0.388, -3.937], [2.222, -0.544, -5.085], [2.356, 1.203, -2.106], [2.756, 2.166, -1.595]], "total_charge": 1, "lumo_energy_ha": [-0.1872, -0.2324], "multiplicity": 4, "gap_ev": [6.6, 5.8], "e_homo_ev": [-11.7, -12.2]}


# 3
{"formula": "C19H19N3O", "method": "the ωB97M-V functional and the def2-TZVPD basis", "symbols": ["C", "N", "C", "C", "C", "C", "C", "N", "C", "O", "C", "C", "N", "C", "C", "C", "C", "C", "C", "C", "C", "C", "C", "H", "H", "H", "H", "H", "H", "H", "H", "H", "H", "H", "H", "H", "H", "H", "H", "H", "H", "H"], "xyz": [[-3.208, -0.959, -2.841], [-1.906, -1.015, -2.150], [-1.157, 0.091, -1.735], [-0.013, -0.394, -1.113], [-0.123, -1.857, -1.168], [0.803, -2.826, -0.594], [0.463, -4.161, -0.736], [-0.718, -4.514, -1.412], [-1.610, -3.600, -1.947], [-2.551, -4.017, -2.588], [-1.307, -2.207, -1.798], [2.061, -2.385, 0.129], [1.726, -1.302, 1.088], [1.113, -1.548, 2.400], [-0.366, -1.192, 2.410], [-1.117, -0.904, 3.706], [-0.771, 0.262, 2.734], [1.816, 0.016, 0.592], [2.666, 0.909, 1.260], [2.771, 2.253, 0.931], [2.076, 2.684, -0.185], [1.149, 1.830, -0.818], [0.993, 0.483, -0.430], [-3.062, -0.479, -3.850], [-3.650, -1.922, -2.969], [-3.920, -0.345, -2.251], [-1.424, 1.119, -1.846], [1.125, -4.944, -0.381], [-0.978, -5.488, -1.601], [2.535, -3.194, 0.670], [2.783, -1.987, -0.598], [1.649, -0.914, 3.119], [1.220, -2.573, 2.740], [-0.978, -1.698, 1.672], [-2.171, -1.244, 3.726], [-0.532, -1.049, 4.628], [0.009, 0.958, 3.084], [-1.628, 0.737, 2.222], [3.219, 0.549, 2.113], [3.513, 2.912, 1.382], [2.230, 3.718, -0.545], [0.565, 2.220, -1.681]], "smiles": "Cn1cc2c3c(c[nH]c(=O)c31)CN(CC1CC1)c1ccccc1-2", "lumo_energy_ha": 0.0277, "gap_ev": 8.3, "e_homo_ev": -7.6}


# 4
{"formula": "C28H33ClLuN2O2", "method": "the ωB97M-V functional and the def2-TZVPD basis", "symbols": ["Lu", "Cl", "N", "N", "C", "C", "C", "C", "C", "C", "H", "H", "H", "H", "H", "H", "C", "C", "C", "C", "H", "H", "H", "H", "H", "H", "O", "H", "H", "O", "H", "H", "C", "C", "C", "H", "H", "C", "C", "H", "C", "C", "C", "C", "H", "C", "H", "H", "H", "H", "H", "H", "H", "H", "C", "C", "C", "C", "C", "C", "C", "C", "H", "H", "H", "H", "H"], "xyz": [[-0.527, -0.131, -0.375], [1.512, -0.209, -1.697], [-0.128, 2.204, -0.532], [-0.369, -2.402, -0.208], [-0.992, 2.990, -1.154], [-0.945, -3.060, -1.194], [1.018, 3.064, -0.126], [0.349, 4.440, -0.096], [2.090, 3.057, -1.204], [1.608, 2.611, 1.204], [1.690, 3.472, -2.140], [2.420, 2.030, -1.392], [2.935, 3.673, -0.868], [0.838, 2.252, 1.892], [2.135, 3.455, 1.666], [2.331, 1.798, 1.054], [0.663, -3.269, 0.423], [0.501, -4.576, -0.356], [0.395, -3.417, 1.919], [2.049, -2.676, 0.229], [2.243, -2.530, -0.839], [2.799, -3.355, 0.655], [2.139, -1.705, 0.729], [-0.598, -3.840, 2.091], [0.456, -2.450, 2.433], [1.134, -4.105, 2.352], [-0.495, -4.284, -1.401], [0.092, -5.398, 0.248], [1.412, -4.922, -0.865], [-0.779, 4.292, -1.039], [0.961, 5.277, -0.461], [-0.090, 4.658, 0.892], [-2.159, 2.511, -1.955], [-2.046, -2.524, -2.064], [-1.716, -1.204, -2.740], [-2.922, -2.379, -1.408], [-2.306, -3.287, -2.806], [-1.964, 0.014, -2.133], [-1.790, 1.253, -2.705], [0.798, -0.546, 1.341], [-1.191, 1.293, -3.984], [-0.901, 0.085, -4.621], [-0.844, 2.581, -4.653], [-1.120, -1.157, -4.025], [-0.516, 0.108, -5.647], [-0.757, -2.411, -4.743], [-0.432, -2.171, -5.758], [-1.614, -3.089, -4.811], [0.059, -2.951, -4.247], [-1.664, 3.300, -4.600], [-0.613, 2.397, -5.708], [0.041, 3.063, -4.216], [-2.466, 3.314, -2.633], [-2.978, 2.299, -1.243], [-0.065, -0.091, 1.936], [-0.124, 0.060, 3.198], [0.001, 0.276, 4.584], [-1.021, 0.897, 5.334], [-1.049, 0.743, 6.720], [0.014, 0.110, 7.375], [1.119, -0.363, 6.652], [1.147, -0.203, 5.277], [-1.825, 1.426, 4.832], [-1.914, 1.074, 7.302], [0.019, 0.015, 8.459], [1.936, -0.882, 7.153], [2.015, -0.507, 4.697]], "total_charge": -1, "lumo_energy_ha": [0.0935, 0.0936], "gap_ev": [3.8, 2.7], "e_homo_ev": [-1.2, -0.2]}


# 5
{"formula": "C4H25NO10", "method": "the ωB97M-V functional and the def2-TZVPD basis", "symbols": ["N", "C", "C", "O", "C", "C", "O", "H", "H", "H", "H", "H", "H", "H", "H", "H", "O", "H", "H", "O", "H", "H", "O", "H", "H", "O", "H", "H", "O", "H", "H", "O", "H", "H", "O", "H", "H", "O", "H", "H"], "xyz": [[0.110, 1.450, -1.242], [0.819, 1.653, 0.000], [2.317, 1.919, -0.409], [3.032, 0.951, -0.311], [0.733, 0.369, 0.916], [-0.318, 0.420, 2.035], [-0.790, 1.766, 2.215], [0.428, 0.746, -1.886], [-0.894, 1.435, -1.223], [0.339, 2.424, 0.595], [2.542, 2.915, -0.886], [1.758, 0.179, 1.239], [0.449, -0.458, 0.246], [0.072, 0.295, 3.050], [-1.152, -0.290, 1.873], [-1.699, 1.904, 1.902], [-3.927, 2.806, -0.807], [-3.276, 2.220, -0.382], [-3.625, 2.598, -1.704], [-1.108, -2.856, 1.563], [-0.448, -2.378, 2.079], [-0.604, -2.960, 0.722], [-1.739, -0.363, -3.483], [-0.924, 0.126, -3.608], [-1.583, -1.163, -2.978], [-3.456, 0.426, -1.600], [-4.172, 0.080, -1.056], [-3.540, 0.004, -2.462], [1.209, -3.293, 0.209], [1.744, -4.049, 0.475], [1.784, -2.530, 0.411], [-0.656, -3.027, -1.647], [0.077, -3.231, -0.995], [-1.354, -3.641, -1.395], [2.604, 2.255, 2.000], [2.910, 3.101, 1.657], [1.673, 2.327, 2.238], [3.399, -1.709, 0.844], [3.018, -0.866, 0.539], [4.247, -1.553, 1.264]], "smiles": "N[C@H](C=O)CCO.O.O.O.O.O.O.O.O", "lumo_energy_ha": 0.0119, "gap_ev": 9.5, "e_homo_ev": -9.2}


# 6
{"formula": "C25H34O6", "method": "the ωB97M-V functional and the def2-TZVPD basis", "symbols": ["C", "C", "C", "C", "C", "C", "C", "C", "C", "C", "O", "C", "C", "C", "C", "C", "C", "C", "O", "H", "H", "H", "H", "H", "H", "H", "H", "H", "H", "H", "H", "H", "H", "C", "O", "C", "C", "O", "C", "H", "H", "H", "H", "H", "H", "H", "H", "H", "H", "C", "O", "C", "C", "O", "C", "H", "H", "H", "H", "H", "H", "H", "H", "H", "H"], "xyz": [[-2.599, 0.692, -1.392], [-1.942, 1.380, -2.598], [-0.422, 1.144, -2.755], [0.123, -0.103, -2.106], [0.748, 0.019, -0.862], [1.237, -1.084, -0.175], [1.127, -2.355, -0.728], [0.552, -2.496, -1.983], [0.044, -1.380, -2.670], [-0.548, -1.612, -4.019], [-1.404, -0.903, -4.501], [0.008, -2.770, -4.784], [-0.008, -2.759, -6.173], [0.522, -3.837, -6.869], [1.035, -4.934, -6.181], [1.021, -4.965, -4.795], [0.520, -3.873, -4.095], [0.493, -3.851, -2.606], [0.459, -4.866, -1.943], [-1.888, 0.483, -0.594], [-3.086, -0.236, -1.690], [-3.375, 1.333, -0.969], [-2.096, 2.458, -2.509], [-2.440, 1.073, -3.514], [-0.177, 1.118, -3.819], [0.126, 1.990, -2.336], [0.810, 1.005, -0.421], [1.699, -0.961, 0.796], [1.492, -3.225, -0.199], [-0.435, -1.907, -6.685], [0.530, -3.822, -7.951], [1.445, -5.773, -6.728], [1.396, -5.823, -4.253], [-0.248, 3.363, 1.096], [0.909, 2.642, 1.490], [2.129, 3.279, 1.144], [2.725, 4.043, 2.307], [1.905, 5.119, 2.723], [1.091, 4.823, 3.845], [-1.087, 2.965, 1.666], [-0.147, 4.430, 1.304], [-0.447, 3.223, 0.026], [1.983, 3.947, 0.289], [2.833, 2.496, 0.844], [3.684, 4.465, 1.992], [2.915, 3.361, 3.143], [1.683, 4.835, 4.766], [0.601, 3.852, 3.747], [0.329, 5.597, 3.907], [-0.982, -1.971, 5.736], [-0.953, -2.193, 4.339], [-1.997, -1.543, 3.635], [-1.550, -0.239, 3.009], [-1.166, 0.727, 3.973], [0.237, 0.784, 4.182], [-0.015, -2.275, 6.135], [-1.150, -0.918, 5.975], [-1.764, -2.575, 6.209], [-2.851, -1.367, 4.297], [-2.322, -2.218, 2.837], [-2.387, 0.180, 2.442], [-0.729, -0.424, 2.308], [0.717, 1.288, 3.339], [0.670, -0.211, 4.305], [0.413, 1.356, 5.094]], "smiles": "CCCc1cccc2c1C(=O)c1ccccc1C2=O.COCCOC.COCCOC", "lumo_energy_ha": -0.0262, "gap_ev": 8.5, "e_homo_ev": -9.2}


# 7
{"formula": "C22H17N4O7RuS3", "method": "the ωB97M-V functional and the def2-TZVPD basis", "symbols": ["Ru", "O", "N", "C", "C", "C", "C", "C", "S", "H", "H", "H", "H", "O", "C", "C", "C", "C", "C", "C", "C", "O", "N", "O", "O", "H", "H", "H", "H", "O", "C", "C", "C", "C", "C", "C", "C", "O", "N", "N", "C", "S", "C", "C", "S", "H", "H", "H", "H", "H", "H", "H", "H", "H"], "xyz": [[0.372, 0.570, -0.361], [1.934, 0.345, -1.573], [2.396, 1.461, -2.173], [3.551, 1.304, -2.862], [4.106, 2.348, -3.536], [3.453, 3.590, -3.503], [2.287, 3.723, -2.802], [1.724, 2.633, -2.107], [0.261, 2.750, -1.221], [3.954, 0.304, -2.813], [5.028, 2.202, -4.077], [3.868, 4.439, -4.030], [1.756, 4.663, -2.759], [1.161, 1.323, 1.478], [0.553, 1.995, 2.324], [-0.839, 2.262, 2.393], [-1.284, 3.105, 3.427], [-2.614, 3.351, 3.583], [-3.568, 2.748, 2.734], [-3.166, 1.913, 1.741], [-1.780, 1.633, 1.513], [-1.465, 0.839, 0.574], [-3.060, 4.240, 4.651], [-4.259, 4.386, 4.799], [-2.218, 4.701, 5.401], [1.159, 2.404, 3.144], [-0.573, 3.564, 4.102], [-4.615, 2.965, 2.892], [-3.878, 1.438, 1.080], [-1.264, -4.661, -0.401], [-2.106, -4.022, -1.233], [-3.128, -4.775, -1.812], [-4.034, -4.181, -2.666], [-3.946, -2.823, -2.967], [-2.931, -2.076, -2.407], [-1.998, -2.655, -1.543], [-0.926, -1.808, -0.991], [-0.787, -0.623, -1.485], [-0.172, -2.279, -0.031], [0.802, -1.337, 0.301], [1.896, -1.832, 0.743], [2.047, -3.560, 1.006], [3.811, -3.497, 1.417], [4.084, -2.171, 2.096], [3.324, -0.878, 1.082], [-0.644, -3.994, -0.030], [-3.187, -5.826, -1.566], [-4.824, -4.781, -3.101], [-4.664, -2.360, -3.630], [-2.830, -1.022, -2.624], [4.396, -3.595, 0.503], [4.026, -4.341, 2.072], [5.151, -1.958, 2.153], [3.658, -2.145, 3.098]], "lumo_energy_ha": [-0.0154, -0.0293], "multiplicity": 2, "gap_ev": [7.6, 7.2], "e_homo_ev": [-8.1, -8.0]}


# 8
{"formula": "C4H5NO", "method": "the ωB97M-V functional and the def2-TZVPD basis", "symbols": ["O", "C", "C", "C", "N", "C", "H", "H", "H", "H", "H"], "xyz": [[1.148, -0.434, 2.043], [0.631, -0.099, 1.014], [0.835, -0.570, -0.452], [-0.237, 0.438, -0.839], [-1.450, 0.063, -0.222], [-0.394, 0.953, 0.566], [1.841, -0.351, -0.811], [0.584, -1.611, -0.693], [-0.278, 1.020, -1.749], [-1.477, -0.828, 0.255], [-1.387, 1.343, 0.812]], "smiles": "O=C1C[C@H]2N[C@@H]12", "lumo_energy_ha": 0.0351, "gap_ev": 10.7, "e_homo_ev": -9.7}


# 9
{"formula": "CH2N4O", "method": "the ωB97M-V functional and the def2-TZVPD basis", "symbols": ["N", "C", "N", "O", "N", "N", "H", "H"], "xyz": [[1.509, 0.100, -0.142], [0.231, -0.003, -0.377], [-0.767, -0.108, -1.256], [-1.902, -0.139, -0.422], [-1.605, -0.056, 0.858], [-0.343, 0.019, 0.890], [2.179, 0.068, -0.885], [0.696, 0.119, 1.334]], "lumo_energy_ha": -0.0186, "gap_ev": 8.5, "e_homo_ev": -9.0}


# 10
{"formula": "C4H6O2", "method": "the ωB97M-V functional and the def2-TZVPD basis", "symbols": ["C", "C", "C", "O", "C", "O", "H", "H", "H", "H", "H", "H"], "xyz": [[-0.692, -1.766, -0.890], [0.283, -0.953, -0.376], [0.358, 0.371, 0.316], [1.588, 0.859, 0.671], [-0.781, 1.042, 0.433], [-0.742, 2.297, 0.797], [-1.746, -1.343, -0.720], [-0.362, -2.497, -1.529], [1.246, -1.287, -0.517], [2.318, 0.172, 0.917], [-1.669, 0.527, 0.234], [0.200, 2.579, 0.663]], "smiles": "C=C/C(O)=C/O", "lumo_energy_ha": 0.0216, "gap_ev": 8.4, "e_homo_ev": -7.8}


# 11
{"formula": "C3H10N5", "method": "the ωB97M-V functional and the def2-TZVPD basis", "symbols": ["C", "C", "N", "C", "N", "N", "N", "N", "H", "H", "H", "H", "H", "H", "H", "H", "H", "H"], "xyz": [[1.921, -0.444, -0.691], [1.094, 0.643, -0.024], [0.256, 0.355, 0.969], [-0.453, 1.284, 1.881], [-0.263, -0.893, 1.020], [-1.043, -1.208, -0.112], [-0.789, -0.687, -1.202], [-1.658, -0.549, -2.105], [1.841, -1.227, 0.159], [2.938, -0.056, -0.856], [1.503, -0.786, -1.741], [1.120, 1.640, -0.458], [-1.517, 1.189, 1.766], [-0.346, 0.852, 2.884], [-0.070, 2.276, 1.911], [-0.673, -1.028, 1.915], [-1.311, -0.203, -3.018], [-2.551, -1.159, -2.300]], "total_charge": 1, "smiles": "C/C=[N+](/C)N/N=N/N", "lumo_energy_ha": [-0.1592, -0.1591], "gap_ev": [8.7, 8.8], "e_homo_ev": [-13.1, -13.1]}


# 12
{"formula": "H4O2", "method": "the ωB97M-V functional and the def2-TZVPD basis", "symbols": ["O", "H", "H", "O", "H", "H"], "xyz": [[0.068, 0.945, 0.625], [0.114, 1.443, 1.434], [0.782, 1.256, 0.105], [-0.496, -1.155, -1.083], [0.073, -1.916, -0.813], [-0.541, -0.574, -0.268]], "smiles": "O.O", "lumo_energy_ha": 0.0254, "gap_ev": 11.5, "e_homo_ev": -10.8}


Question: Number 2 is which compound?
Answer: C17H13N6O2STc